{
  "formula": "C33H46AsBiN6O6S2",
  "method": "ωB97M-V/def2-TZVPD",
  "symbols": ["Bi", "As", "S", "S", "O", "O", "O", "O", "O", "O", "N", "N", "N", "N", "N", "N", "C", "C", "C", "C", "C", "C", "C", "C", "C", "C", "C", "C", "C", "C", "C", "C", "C", "C", "C", "C", "C", "C", "C", "C", "C", "C", "C", "C", "C", "C", "C", "C", "C", "H", "H", "H", "H", "H", "H", "H", "H", "H", "H", "H", "H", "H", "H", "H", "H", "H", "H", "H", "H", "H", "H", "H", "H", "H", "H", "H", "H", "H", "H", "H", "H", "H", "H", "H", "H", "H", "H", "H", "H", "H", "H", "H", "H", "H", "H"],
  "coordinates": [[0.60, 0.32, 0.15], [2.57, -0.12, 2.84], [3.36, -2.21, 0.53], [-0.84, -1.39, 1.87], [1.57, 0.91, 1.94], [1.89, 0.30, 4.47], [4.75, -1.93, 0.55], [4.09, 0.38, 2.95], [2.49, -0.99, 0.43], [2.94, -3.18, -0.49], [-1.25, 1.62, 2.39], [-1.39, 3.24, 3.91], [0.37, -2.66, -0.86], [-0.66, -4.07, 2.15], [-0.29, -5.20, 1.50], [-0.01, -3.44, 0.22], [-2.63, 0.50, -3.91], [-2.57, 1.80, 2.73], [-4.93, 1.56, 2.76], [-2.14, -1.32, -2.32], [1.72, -2.57, 4.17], [0.11, -4.80, 0.34], [3.18, -0.92, -3.09], [1.51, 0.81, -2.29], [-1.05, 3.42, -1.43], [-0.37, 2.08, -1.70], [1.06, 2.02, -1.69], [2.91, 0.56, -2.80], [-0.04, 4.57, -1.55], [-2.68, 2.83, 3.69], [1.68, -3.95, 4.35], [2.78, -4.27, 2.25], [-3.26, 0.65, -1.45], [-3.91, 3.24, 4.18], [-5.03, 2.59, 3.70], [-2.19, 0.21, -2.46], [2.27, -2.05, 3.01], [-3.71, 1.16, 2.26], [-2.13, 3.70, -2.49], [3.96, 1.08, -1.81], [0.67, -5.62, -0.76], [2.22, -4.81, 3.40], [-1.61, 3.52, 0.00], [0.33, 0.09, -2.58], [2.80, -2.91, 2.08], [3.05, 1.36, -4.11], [-0.49, -2.96, 1.40], [-0.60, 2.48, 3.11], [-0.82, 0.83, -2.22], [-3.16, -1.71, -2.39], [-5.83, 1.09, 2.39], [-4.25, 0.55, -1.90], [-1.56, -1.80, -3.10], [-2.14, 4.47, 0.12], [-3.21, 0.00, -0.58], [-6.01, 2.87, 4.07], [3.89, 0.54, -0.86], [-2.81, 1.56, -4.07], [1.31, -1.90, 4.91], [0.32, -0.87, -3.07], [4.95, 0.93, -2.22], [-1.09, 3.95, 4.56], [0.72, -6.66, -0.45], [1.41, -2.70, -0.93], [-0.02, -3.06, -1.71], [-0.79, 3.50, 0.71], [3.11, -1.51, -2.18], [-1.69, 3.59, -3.47], [-4.01, 4.03, 4.91], [2.24, 1.16, 4.71], [1.25, -4.36, 5.25], [4.20, -1.02, -3.47], [2.93, 2.42, -3.93], [-0.57, 5.51, -1.44], [0.47, 2.60, 3.08], [0.71, 4.52, -0.76], [3.83, 2.14, -1.62], [2.20, -5.88, 3.55], [-3.53, -0.05, -4.15], [1.66, -5.25, -1.00], [4.04, 1.20, -4.54], [3.23, -4.90, 1.50], [-2.98, 3.04, -2.41], [-3.62, 0.36, 1.54], [-3.14, 1.66, -1.11], [-0.98, -4.10, 3.11], [-1.84, 0.18, -4.60], [1.72, 2.83, -1.45], [0.45, 4.56, -2.52], [-2.49, 4.72, -2.39], [2.31, 1.05, -4.84], [2.50, -1.30, -3.84], [-1.74, -1.58, -1.35], [0.04, -5.54, -1.64], [-2.29, 2.72, 0.26]],
  "energy_ha": -5311.843894,
  "e_lumo_ha": 0.010,
  "charge": 0,
  "de_lowest_kj_mol": 126.4
}



{
  "formula": "C5H23N2O4",
  "method": "ωB97M-V/def2-TZVPD",
  "symbols": ["O", "O", "O", "O", "N", "N", "C", "C", "C", "C", "C", "H", "H", "H", "H", "H", "H", "H", "H", "H", "H", "H", "H", "H", "H", "H", "H", "H", "H", "H", "H", "H", "H", "H"],
  "coordinates": [[-2.20, 0.29, -0.90], [1.61, 1.62, 2.49], [-1.13, 0.96, 3.79], [-2.00, 2.72, 0.36], [-0.26, -0.47, -3.11], [-0.65, -1.93, -0.46], [1.76, -0.85, -1.78], [1.44, -0.45, -0.34], [0.18, -1.11, 1.69], [1.04, 0.11, -2.72], [0.59, -1.58, 0.31], [2.80, -1.01, -1.98], [1.22, -2.46, 0.51], [0.77, 0.41, -0.32], [-1.09, -0.27, -2.56], [1.42, -1.86, -2.15], [-1.02, -2.79, -0.06], [-0.30, -0.80, -4.04], [-1.89, 1.39, 3.34], [1.66, 1.37, 3.44], [2.37, 2.20, 2.43], [2.32, -0.16, 0.28], [-1.86, 1.03, -0.36], [-1.84, 3.01, 1.27], [0.82, 1.10, -2.25], [-3.17, 0.38, -0.94], [1.70, 0.33, -3.61], [0.98, -1.27, 2.46], [-0.63, -1.87, -1.53], [-0.59, -1.75, 2.14], [-0.13, -0.04, 1.64], [-1.42, -1.21, -0.23], [-0.45, 1.38, 3.28], [-2.03, 3.59, -0.07]],
  "energy_ha": -614.522457,
  "e_lumo_ha": -0.099,
  "charge": 1,
  "de_lowest_kj_mol": 168.8
}



{
  "formula": "H16O18SV3",
  "method": "ωB97M-V/def2-TZVPD",
  "symbols": ["V", "V", "V", "S", "O", "O", "O", "O", "O", "O", "O", "O", "O", "O", "O", "O", "O", "O", "O", "O", "O", "O", "H", "H", "H", "H", "H", "H", "H", "H", "H", "H", "H", "H", "H", "H", "H", "H"],
  "coordinates": [[-1.87, 1.01, -2.73], [3.38, 0.07, -0.03], [0.21, -3.76, -1.44], [-0.07, -0.58, -0.31], [-0.73, -3.67, 0.86], [0.66, -3.54, -3.03], [-2.78, 1.64, -3.91], [-0.02, -5.34, -1.13], [0.06, -1.77, -1.15], [1.26, -0.08, 0.07], [0.85, -1.02, 3.08], [-0.28, 2.69, 0.36], [-2.96, 1.21, 1.19], [3.81, -0.93, -1.14], [-1.09, 3.36, -2.25], [-0.83, -0.94, 0.91], [-2.89, -1.32, 2.25], [2.49, 1.81, 1.58], [-1.66, -0.54, -3.22], [2.54, 1.58, -1.73], [-0.76, 0.49, -0.99], [3.65, -0.69, 1.35], [-1.24, 4.25, -2.58], [2.65, 2.44, -2.14], [1.52, -0.46, 2.69], [-2.95, 0.31, 1.51], [2.49, 1.39, 2.44], [-2.08, -1.13, 1.78], [0.51, 2.40, 0.80], [-3.05, -2.25, 2.08], [-0.68, 1.89, 0.02], [0.09, -0.90, 2.52], [-0.70, -2.71, 0.81], [-1.12, 3.45, -1.30], [-0.92, -3.86, 1.78], [1.60, 1.52, -1.56], [2.98, 2.62, 1.72], [-2.07, 1.35, 0.85]],
  "energy_ha": -4593.825137,
  "e_lumo_ha": -0.228,
  "charge": 1,
  "de_lowest_kj_mol": 261.6
}



{
  "formula": "C11H17Cl3GeN4O4Ti",
  "method": "ωB97M-V/def2-TZVPD",
  "symbols": ["Ge", "Ti", "Cl", "Cl", "Cl", "O", "O", "O", "O", "N", "N", "N", "N", "C", "C", "C", "C", "C", "C", "C", "C", "C", "C", "C", "H", "H", "H", "H", "H", "H", "H", "H", "H", "H", "H", "H", "H", "H", "H", "H", "H"],
  "coordinates": [[-1.87, 2.08, -0.07], [-0.20, 0.05, -0.13], [-3.79, 1.55, 0.82], [-1.17, 3.80, 1.11], [-2.37, 2.97, -1.99], [-0.17, 0.00, 1.85], [-1.18, -1.60, 0.20], [-0.34, -0.05, -1.76], [1.80, 0.22, -0.14], [-0.79, -1.02, 2.34], [-1.28, -1.77, 1.51], [2.84, 2.08, -0.95], [4.04, 0.30, -0.05], [-2.84, -4.34, 3.68], [-3.23, -4.89, 1.38], [-3.38, -5.19, 2.72], [-2.14, -3.21, 3.31], [3.77, 3.12, -0.50], [2.85, 0.87, -0.39], [4.01, -0.91, 0.77], [5.21, 0.40, -0.91], [-2.53, -3.76, 0.98], [1.60, 2.61, -1.52], [-2.00, -2.94, 1.95], [1.03, 1.82, -2.00], [3.23, -0.83, 1.51], [-2.40, -3.52, -0.06], [-2.96, -4.56, 4.73], [4.16, 3.67, -1.36], [-3.65, -5.54, 0.62], [3.84, -1.80, 0.16], [0.98, 3.09, -0.75], [3.23, 3.83, 0.14], [6.11, 0.56, -0.32], [-3.93, -6.07, 3.02], [-1.72, -2.55, 4.05], [5.10, 1.22, -1.61], [1.86, 3.36, -2.26], [4.97, -1.00, 1.27], [5.33, -0.52, -1.48], [4.59, 2.70, 0.06]],
  "energy_ha": -5256.442890,
  "e_lumo_ha": -0.007,
  "charge": 0,
  "de_lowest_kj_mol": 63.1
}